This record from the OMol25 dataset describes a structure of composition C31H78CrF3N4O17S in a non-equilibrium geometry. The level of theory is the ωB97M-V functional and the def2-TZVPD basis.

⟨S²⟩: 8.763
HOMO (alpha / beta): -12.30 / -12.30 eV
2S+1: 6
Charge: +2
Kohn-Sham gap (alpha / beta): 0.205 / 0.114 Ha

XYZ file:
```
135
C31H78CrF3N4O17S the ωB97M-V functional and the def2-TZVPD basis
Cr -0.53 -4.79 2.24
C -0.61 -0.51 0.24
F -0.77 -1.25 -0.93
F 0.65 -0.16 0.44
F -1.25 0.70 0.10
S -1.30 -1.48 1.75
O -2.79 -1.36 1.65
O -0.85 -2.87 1.54
O -0.83 -0.90 3.01
C -3.94 -6.14 -2.98
O -3.05 -5.38 -2.15
C -3.68 -4.47 -1.31
C -2.59 -4.16 -0.19
N -2.14 -5.27 0.66
C -3.23 -5.60 1.67
C -3.50 -4.60 2.87
O -2.24 -4.11 3.27
C -2.35 -3.59 4.60
H -3.32 -6.87 -3.51
H -4.41 -5.59 -3.80
H -4.68 -6.78 -2.49
H -4.54 -4.94 -0.82
H -4.01 -3.51 -1.73
H -2.92 -3.35 0.46
H -1.71 -3.79 -0.72
H -2.19 -5.93 -0.10
H -3.06 -6.57 2.13
H -4.16 -5.80 1.13
H -3.95 -5.18 3.68
H -4.12 -3.76 2.59
H -1.37 -3.21 4.86
H -2.67 -4.30 5.36
H -3.04 -2.74 4.66
C 4.69 -0.55 3.44
O 4.43 0.85 3.13
C 3.51 1.00 2.09
C 3.24 2.44 1.77
N 4.45 3.24 1.69
C 5.10 3.09 0.35
C 6.58 3.59 0.36
O 7.36 2.81 1.27
C 7.81 1.55 0.84
H 5.24 -1.06 2.65
H 3.81 -1.13 3.73
H 5.34 -0.67 4.31
H 2.61 0.58 2.51
H 3.84 0.51 1.17
H 2.79 2.89 2.65
H 2.58 2.58 0.92
H 5.07 2.85 2.38
H 4.46 3.59 -0.38
H 5.19 2.08 -0.03
H 6.56 4.63 0.71
H 6.99 3.65 -0.65
H 6.98 0.87 0.63
H 8.31 1.20 1.75
H 8.47 1.56 -0.03
C -3.63 3.80 -4.16
O -4.02 3.03 -3.03
C -3.62 1.67 -2.99
C -4.54 0.76 -3.82
N -3.80 -0.32 -4.52
C -3.27 -1.27 -3.60
C -2.78 -2.47 -4.39
O -3.91 -3.23 -4.89
C -3.41 -4.08 -5.89
H -2.55 4.00 -4.20
H -4.07 4.80 -4.11
H -3.96 3.30 -5.07
H -3.60 1.42 -1.93
H -2.58 1.55 -3.29
H -5.09 1.47 -4.45
H -5.35 0.42 -3.17
H -4.46 -0.77 -5.14
H -4.04 -1.54 -2.88
H -2.44 -0.78 -3.11
H -2.14 -3.11 -3.78
H -2.10 -2.19 -5.20
H -3.12 -3.50 -6.77
H -4.32 -4.63 -6.14
H -2.57 -4.72 -5.68
C 5.89 6.51 -4.36
O 5.39 7.12 -3.25
C 4.87 6.21 -2.27
C 3.47 5.62 -2.61
N 2.38 6.59 -2.68
C 1.02 6.02 -2.92
C 0.53 5.25 -1.66
O 0.78 3.86 -2.02
C 0.40 3.01 -0.94
H 6.16 7.28 -5.08
H 5.18 5.87 -4.89
H 6.76 5.90 -4.13
H 4.80 6.69 -1.29
H 5.58 5.39 -2.18
H 3.23 4.86 -1.86
H 3.48 5.07 -3.55
H 2.59 7.23 -3.43
H 0.90 5.60 -3.92
H 0.29 6.81 -3.10
H -0.55 5.36 -1.54
H 1.06 5.48 -0.74
H -0.69 3.04 -0.89
H 0.80 3.31 0.03
H 0.65 1.96 -1.12
C -5.43 -0.12 3.21
C -6.05 -1.30 2.46
O -5.55 -1.38 1.14
O -4.17 -0.49 3.73
H -6.11 0.29 3.96
H -5.24 0.77 2.61
H -7.13 -1.15 2.40
H -6.02 -2.25 2.99
H -4.61 -1.22 1.13
H -3.55 -0.74 3.04
C 2.73 -2.49 1.04
C 2.05 -3.59 0.25
O 1.35 -4.49 1.08
O 3.75 -3.12 1.83
H 1.91 -2.01 1.57
H 3.24 -1.77 0.40
H 2.69 -4.16 -0.42
H 1.25 -3.18 -0.36
H 1.91 -5.25 1.23
H 3.51 -3.09 2.76
C 1.62 0.57 6.80
C 1.05 0.14 5.43
O -0.11 -0.68 5.51
O 0.68 1.38 7.55
H 2.52 1.19 6.84
H 1.89 -0.25 7.46
H 1.79 -0.35 4.80
H 0.89 1.01 4.79
H -0.53 -0.75 4.65
H -0.15 0.96 7.32
```

Löwdin population analysis, charges in e, atoms 1 to 5: Cr 1.13; C -0.53; F 0.10; F 0.14; F 0.11

---

This record from the OMol25 dataset describes a cluster of 11 separate species, C31H79Br3Cl2F3O12PS11 in total in a non-equilibrium geometry. The level of theory is the ωB97M-V functional and the def2-TZVPD basis.

HOMO: -8.19 eV
Charge: 0
Kohn-Sham gap: 0.288 Ha

XYZ file:
```
142
C31H79Br3Cl2F3O12PS11 the ωB97M-V functional and the def2-TZVPD basis
C -5.92 -3.43 -0.28
C -5.66 -1.91 0.18
C -4.25 -1.43 -0.41
Br -4.41 0.18 -1.60
P -2.85 -1.35 0.88
Cl -1.32 -1.47 2.40
C -3.15 0.45 1.36
C -4.63 0.78 1.86
C -4.62 1.94 2.98
C -3.57 3.08 2.71
S -3.99 4.19 1.29
O -3.55 5.57 1.71
O -5.46 4.24 1.04
Cl -2.86 3.75 -0.41
C -1.48 -1.65 -0.40
C -0.68 -0.27 -0.59
C 0.82 -0.49 -1.08
F 0.76 -1.58 -1.99
Br 1.38 1.10 -2.13
C 1.83 -0.86 0.09
F 1.65 -0.12 1.25
F 1.68 -2.20 0.43
Br 3.70 -0.61 -0.49
H -6.64 -3.97 0.40
H -6.19 -3.52 -1.37
H -4.91 -3.95 -0.13
H -6.53 -1.32 -0.22
H -5.64 -1.96 1.32
H -3.97 -2.27 -1.13
H -3.51 -2.44 1.57
H -2.50 0.64 2.27
H -2.77 1.21 0.60
H -5.12 -0.11 2.36
H -5.27 1.18 1.01
H -5.68 2.33 3.10
H -4.28 1.42 3.93
H -3.59 3.76 3.62
H -2.51 2.74 2.60
H -1.86 -1.92 -1.42
H -0.78 -2.44 0.01
H -1.24 0.38 -1.34
H -0.60 0.32 0.37
C 3.00 6.05 -2.91
S 2.12 4.53 -2.51
O 1.33 4.13 -3.72
C 0.97 5.29 -1.35
H 3.76 5.82 -3.66
H 2.30 6.79 -3.31
H 3.49 6.43 -2.01
H 0.40 6.08 -1.84
H 1.52 5.70 -0.50
H 0.28 4.52 -0.99
C 1.37 -6.48 0.47
S 0.00 -5.36 0.10
O -1.27 -6.13 0.29
C 0.32 -5.27 -1.67
H 1.34 -6.72 1.53
H 1.26 -7.40 -0.11
H 2.31 -5.99 0.23
H 0.28 -6.26 -2.11
H 1.30 -4.82 -1.84
H -0.45 -4.64 -2.12
C 8.29 0.32 0.19
S 7.11 -0.06 -1.12
O 6.81 -1.52 -1.05
C 8.26 0.19 -2.49
H 7.79 0.19 1.15
H 9.14 -0.36 0.12
H 8.62 1.35 0.09
H 9.11 -0.48 -2.38
H 8.59 1.23 -2.50
H 7.74 -0.03 -3.42
C -2.84 -6.53 2.99
S -4.12 -5.31 3.35
O -3.71 -4.04 2.68
C -3.73 -5.15 5.10
H -2.87 -6.76 1.92
H -1.86 -6.12 3.24
H -3.03 -7.44 3.56
H -2.69 -4.84 5.23
H -3.90 -6.10 5.60
H -4.39 -4.39 5.53
C 2.93 9.23 2.51
S 2.79 7.48 2.05
O 1.97 7.41 0.81
C 1.72 7.02 3.43
H 3.53 9.73 1.75
H 1.94 9.68 2.54
H 3.41 9.31 3.48
H 0.80 7.62 3.40
H 2.24 7.18 4.37
H 1.46 5.97 3.33
C -10.66 -5.53 2.00
S -8.91 -5.09 1.96
O -8.61 -4.53 0.61
C -8.30 -6.79 1.99
H -11.25 -4.61 1.95
H -10.90 -6.16 1.14
H -10.89 -6.05 2.93
H -8.69 -7.34 1.13
H -8.60 -7.27 2.92
H -7.21 -6.76 1.94
C 1.89 -7.02 6.19
S 0.53 -5.91 5.80
O -0.74 -6.68 5.97
C 0.86 -5.81 4.03
H 1.85 -7.26 7.25
H 1.79 -7.95 5.61
H 2.84 -6.53 5.95
H 0.82 -6.81 3.59
H 1.84 -5.36 3.87
H 0.09 -5.19 3.57
C -2.85 7.62 -4.12
S -1.28 6.74 -4.02
O -0.27 7.69 -3.44
C -0.99 6.67 -5.80
H -3.21 7.81 -3.11
H -2.71 8.57 -4.64
H -3.58 7.01 -4.65
H -0.97 7.68 -6.21
H -1.78 6.09 -6.27
H -0.03 6.18 -5.97
C 12.82 -2.25 1.23
S 11.54 -1.03 1.57
O 11.94 0.24 0.91
C 11.90 -0.88 3.33
H 12.81 -2.47 0.16
H 13.80 -1.84 1.50
H 12.62 -3.16 1.79
H 12.93 -0.56 3.47
H 11.73 -1.84 3.82
H 11.23 -0.13 3.75
C 0.72 4.17 -8.75
S -0.65 5.29 -9.13
O -1.92 4.51 -8.95
C -0.32 5.39 -10.90
H 0.69 3.93 -7.69
H 0.62 3.25 -9.33
H 1.66 4.67 -8.99
H -0.36 4.40 -11.34
H 0.66 5.85 -11.06
H -1.09 6.02 -11.35
```

Löwdin population analysis, charges in e, atoms 1 to 5: C -0.12; C -0.30; C -0.79; Br 0.63; P 0.58